Record 1
Formula: C25H28N8O2Pt
Source: the OMol25 dataset
Level of theory: wB97M-V/def2-TZVPD

Last column: Löwdin spin population.
Geometry (Å):
Pt 0.1794 -0.4776 -2.3689  0.7838
C 2.8068 -2.7737 2.0919  0.0006
N 2.3971 -2.5438 0.7157  0.0053
C 1.2003 -2.1893 0.2431  0.0075
N 1.2692 -1.9963 -1.0579  0.0367
C 2.5754 -2.2589 -1.3399  0.0199
N 3.2948 -2.5928 -0.2934  -0.0009
C 3.3484 -1.5281 2.7523  0.0003
C 4.6574 -1.4807 3.2062  0.0001
C 5.1488 -0.3345 3.8209  0.0000
C 4.3387 0.7757 3.9739  0.0001
C 3.0275 0.7369 3.5063  0.0000
C 2.5363 -0.4105 2.9042  0.0001
C 2.1832 1.9291 3.6390  0.0000
N 2.4633 3.0503 4.1973  0.0000
N 1.3380 3.8628 4.0277  0.0000
C 0.4812 3.1577 3.3826  0.0000
O 0.9394 1.9128 3.1007  0.0000
C -0.8558 3.5369 2.9143  0.0000
C -1.3009 4.8451 3.0859  0.0002
C -2.5453 5.2074 2.6037  0.0000
C -3.3441 4.2758 1.9495  0.0003
C -2.9103 2.9691 1.7896  0.0002
C -3.7528 1.9460 1.0640  0.0015
N -3.1004 1.4556 -0.1399  0.0052
C -2.2400 0.4432 -0.2718  0.0098
N -1.7983 0.3859 -1.5086  0.0860
C -2.4386 1.4198 -2.1170  0.0206
N -3.2397 2.0958 -1.3239  0.0028
C -1.6608 2.6062 2.2778  0.0002
H 3.5643 -3.5533 2.0722  0.0000
H 1.9360 -3.1513 2.6286  0.0000
H 0.3197 -2.0974 0.8572  0.0005
H 2.9853 -2.1914 -2.3335  0.0068
H 5.3014 -2.3420 3.0750  0.0000
H 6.1720 -0.3067 4.1709  0.0000
H 4.7058 1.6792 4.4420  0.0000
H 1.5147 -0.4246 2.5431  0.0000
H -0.6609 5.5610 3.5840  0.0000
H -2.8925 6.2250 2.7233  0.0000
H -4.3086 4.5725 1.5551  0.0000
H -4.7043 2.3743 0.7591  0.0000
H -3.9470 1.0827 1.7010  0.0001
H -1.9688 -0.2189 0.5348  0.0001
H -2.2803 1.6685 -3.1528  0.0132
H -1.2989 1.5930 2.1511  0.0000
C 0.5864 1.0958 -3.4558  0.7866
H 0.9332 2.0310 -3.0194  0.0754
H 0.5588 1.0975 -4.5460  0.0865
C -3.4906 -2.5508 -3.0586  0.0003
C -2.4051 -2.6400 -4.1062  0.0009
O -1.1969 -3.0064 -3.4687  0.0062
C -0.2513 -3.6153 -4.3307  0.0016
C 0.4479 -2.6299 -5.2510  0.0170
H -4.4153 -2.1718 -3.4976  0.0000
H -3.1788 -1.8708 -2.2650  0.0002
H -3.6850 -3.5311 -2.6214  0.0000
H -2.2838 -1.6742 -4.6119  0.0007
H -2.6640 -3.3878 -4.8674  0.0000
H -0.7527 -4.3950 -4.9193  0.0001
H 0.4706 -4.1055 -3.6757  0.0002
H -0.2078 -2.2862 -6.0528  0.0003
H 1.3230 -3.1011 -5.7048  0.0002
H 0.7754 -1.7550 -4.6843  0.0229

Values from the calculation:
Total charge: 0
HOMO level (alpha / beta) (eV): -5.41 / -7.18
2S+1: 3
Kohn-Sham gap (alpha / beta) (eV): 5.25 / 7.02
LUMO (alpha / beta) (eV): -0.2 / -0.2


Record 2
Formula: C25H28N8O2S
Source: the OMol25 dataset
Level of theory: wB97M-V/def2-TZVPD

Last column: Mulliken charge in e.
Geometry (Å):
C -3.8834 -3.6750 -0.9117  -1.8685
C -2.9282 -2.5613 -0.6074  1.2397
C -2.3563 -2.4368 0.6517  -1.2306
C -1.4441 -1.4353 0.9282  -0.1199
C -1.0740 -0.5318 -0.0585  -0.1398
C -1.6494 -0.6490 -1.3184  -0.3191
C -2.5660 -1.6471 -1.5875  -0.9422
H -3.0019 -1.7185 -2.5740  0.3901
H -1.3732 0.0424 -2.1022  0.3929
C -0.0579 0.5691 0.1644  0.8815
C 1.0867 0.1642 1.0309  -0.5707
N 1.2847 -0.9093 1.7575  -0.0920
N 2.4742 -0.7746 2.3290  -0.9185
N 3.0233 0.3164 2.0028  -0.4577
N 2.1826 0.9618 1.1838  1.0279
C 2.5398 2.1448 0.5029  -0.7426
H 3.3712 2.6293 1.0091  0.5183
H 1.6824 2.8044 0.3811  0.2316
S 3.1341 1.6537 -1.2041  1.4985
O 1.9650 1.5522 -2.0386  -0.6617
O 4.1571 2.5843 -1.5845  -0.7555
C 3.8075 0.0298 -0.9023  -0.1517
C 3.0246 -1.0862 -1.1290  -0.2550
C 3.4937 -2.3249 -0.7330  -0.7124
C 4.7326 -2.4494 -0.1104  0.9552
C 5.5102 -1.3112 0.0843  -0.7015
C 5.0474 -0.0670 -0.3010  -0.5276
H 5.6279 0.8283 -0.1459  0.4366
H 6.4745 -1.3989 0.5610  0.3799
C 5.2022 -3.7828 0.3744  -1.4998
H 4.8479 -4.5807 -0.2734  0.3797
H 4.8043 -3.9589 1.3738  0.2889
H 6.2869 -3.8201 0.4297  0.3965
H 2.8821 -3.2004 -0.8891  0.4167
H 2.0637 -0.9738 -1.6066  0.5165
N -0.5356 1.8516 0.6868  0.0496
C -1.1749 1.8456 1.9835  -0.5602
H -1.1077 2.8714 2.3637  0.3769
C -2.6532 1.3977 1.9632  -1.1928
N -3.1892 1.5740 0.6362  0.2842
C -4.1465 0.7607 0.1599  0.5822
N -4.5852 0.9778 -1.0892  -0.5088
C -5.5204 0.1670 -1.5382  -0.4048
C -6.0524 -0.8640 -0.7774  -0.5328
C -5.5330 -0.9946 0.5024  -0.2979
N -4.5964 -0.2017 0.9790  -0.4320
H -5.8848 -1.7587 1.1851  0.5056
H -6.8238 -1.5146 -1.1526  0.4746
H -5.8570 0.3619 -2.5497  0.4518
C -2.7484 2.7453 -0.0734  -0.7712
H -3.2578 2.7636 -1.0357  0.3637
C -1.2146 2.7237 -0.2553  -0.7545
H -0.8301 3.7420 -0.1052  0.4901
H -0.9512 2.4171 -1.2668  0.4274
H -3.0407 3.6336 0.5029  0.3151
H -2.7604 0.3439 2.2195  0.5069
H -3.2292 1.9887 2.6889  0.5396
H -0.6050 1.2011 2.6551  0.3215
H 0.3801 0.8076 -0.8152  0.4866
H -0.9961 -1.3786 1.9071  0.4686
H -2.6279 -3.1352 1.4298  0.3321
H -3.3312 -4.5564 -1.2408  0.4419
H -4.5703 -3.3912 -1.7057  0.3794
H -4.4555 -3.9476 -0.0281  0.3733

Values from the calculation:
Total charge: 0
HOMO level (eV): -8.11
Kohn-Sham gap (eV): 8.66
LUMO (eV): 0.5
Structure (SMILES): Cc1ccc([C@H](c2nnnn2CS(=O)(=O)c2ccc(C)cc2)N2CCN(c3ncccn3)CC2)cc1


Record 3
Formula: C25H28N8O4SiZn
Source: the OMol25 dataset
Level of theory: wB97M-V/def2-TZVPD

Last column: Mulliken charge in e.
Geometry (Å):
Zn -0.1731 -0.2867 0.0017  0.1777
C 1.4991 -3.6513 0.7715  -1.4775
C 2.2872 -2.3689 0.8095  0.6213
C 3.5902 -2.3248 1.2676  -0.7859
C 4.2426 -1.0906 1.2820  -0.5422
C 3.6056 0.0470 0.8469  -0.7983
C 2.2774 -0.0477 0.3652  0.6175
N 1.6659 -1.2727 0.3625  0.4690
N 1.4813 0.9544 -0.0771  0.4589
Si 2.0602 2.4174 -0.7574  -0.2860
C 2.6933 3.6739 0.4812  -1.1009
C 3.4430 2.0965 -1.9870  -1.0662
C 0.6373 3.2264 -1.6668  -0.8866
H 1.8744 -4.3031 -0.0214  0.2855
H 0.4461 -3.4402 0.5876  0.2011
H 1.5918 -4.1927 1.7137  0.4356
H 4.0740 -3.2260 1.6195  0.4706
H 5.2571 -1.0226 1.6581  0.4081
H 4.0886 1.0148 0.8912  0.2851
H 3.5375 3.2889 1.0592  0.3311
H 1.9128 3.9711 1.1872  0.2876
H 3.0324 4.5705 -0.0488  0.3407
H 4.3753 1.8344 -1.4784  0.3119
H 3.6370 2.9813 -2.6016  0.4106
H 3.1848 1.2680 -2.6538  0.2953
H -0.2090 3.4144 -0.9971  0.1726
H 0.2889 2.6014 -2.4959  0.1678
H 0.9512 4.1889 -2.0832  0.4938
N -2.1068 2.0276 1.5722  -0.2341
C -2.3961 2.0256 0.2727  0.3962
N -3.2746 2.9188 -0.1923  -0.8060
C -3.5180 2.8394 -1.4949  0.3095
N -4.4056 3.7057 -2.0163  -0.3551
N -2.9454 1.9727 -2.3569  -0.7582
C -2.0792 1.1571 -1.7924  -0.1647
N -1.7679 1.1130 -0.5027  0.3551
C -1.3464 0.2087 -2.6971  0.8597
C -1.5409 0.2392 -4.0690  -0.6327
C -0.7894 -0.6127 -4.8616  -0.4609
C 0.1289 -1.4604 -4.2629  -0.8697
C 0.2548 -1.4306 -2.8859  -0.3309
N -0.4703 -0.6201 -2.1230  0.4938
H -2.5855 2.6890 2.1554  0.2356
H -1.5074 1.2986 1.9571  0.2397
H -4.8300 4.3927 -1.4219  0.2438
H -4.5799 3.6940 -3.0034  0.2293
H -2.2618 0.9301 -4.4795  0.5065
H -0.9152 -0.6087 -5.9363  0.4297
H 0.7409 -2.1320 -4.8482  0.4483
H 0.9600 -2.0672 -2.3628  0.3941
O -1.5132 -1.7554 0.8164  -0.8256
C -1.3707 -1.2639 1.9710  1.0073
O -0.6378 -0.2441 2.1670  -1.0243
C -2.0846 -1.8900 3.1210  0.1113
C -1.8282 -1.4582 4.4136  -0.5811
C -2.4783 -2.0290 5.5122  -1.1098
C -3.3795 -3.0270 5.2420  1.0037
O -4.1438 -3.7317 6.1274  -0.5022
C -4.8853 -4.6781 5.3522  -0.2380
O -4.5782 -4.4537 3.9777  -0.5087
C -3.6360 -3.4571 3.9537  0.9307
C -3.0068 -2.9161 2.8687  -1.0062
H -1.1036 -0.6685 4.5564  0.4829
H -2.2849 -1.7065 6.5265  0.4251
H -5.9507 -4.5256 5.5186  0.2449
H -4.5894 -5.6887 5.6346  0.2513
H -3.1935 -3.2501 1.8574  0.5111

Values from the calculation:
Total charge: 0
HOMO level (eV): -7.13
Kohn-Sham gap (eV): 6.81
LUMO (eV): -0.3


Energy relative to the best compared isomer or geometry (same formula, charge and spin) (computed, kcal/mol): 4.1; 4.8; 0.0